(1)
Density functional theory data (ωB97M-V/def2-TZVPD) for a single C6H15N molecule in a non-equilibrium geometry.

SMILES: CCN(C)C(C)C
Charge: 0
LUMO (eV): 1.12
DFT total energy (eV): -7953.6256
Orbital gap (eV): 9.5

Atoms and positions in Å:
H1 1.822 -2.320 0.225
H2 2.758 -0.019 -1.005
C1 0.952 -1.951 -0.156
C2 1.853 0.460 -0.771
H3 0.830 -2.146 -1.250
H4 -1.800 -1.782 -0.509
N1 -0.527 0.101 -0.341
H5 0.923 -0.276 1.078
H6 0.117 -2.530 0.196
H7 2.109 1.221 -0.063
H8 -1.040 -1.004 -2.023
H9 1.346 0.929 -1.562
C3 0.737 -0.461 0.023
C4 -1.479 -0.754 -1.017
H10 -1.105 2.766 1.081
C5 -0.389 1.974 1.273
H11 -2.417 -0.195 -0.998
H12 0.526 2.128 0.874
H13 -0.266 2.059 2.331
H14 -2.178 0.847 0.740
C6 -1.134 0.675 0.906
H15 -1.181 -0.046 1.728

=====

(2)
Density functional theory data (ωB97M-V/def2-TZVPD) for 2 unconnected molecules or ions with the total composition C21H31N8O3 in a non-equilibrium geometry.

Charge: +1
LUMO (eV): -2.53
DFT total energy (eV): -40339.9717
Orbital gap (eV): 7.6

Atoms and positions in Å:
C1 -1.433 -2.252 -2.857
C2 -2.337 -2.415 -5.090
H1 -2.400 0.318 4.359
N1 0.917 -0.542 -5.129
N2 -2.232 -1.143 0.524
H2 0.221 -0.659 8.316
C3 -2.438 -2.686 -3.724
C4 -2.377 0.384 7.153
H3 -2.478 -0.717 8.773
C5 -0.805 1.511 2.640
C6 3.557 -0.100 -8.641
C7 -0.212 -1.270 -4.725
O1 -3.573 0.205 6.980
C8 -1.483 -0.592 1.438
H4 0.442 -1.218 -2.671
H5 2.296 -1.155 5.314
H6 -0.999 2.975 4.212
H7 -0.517 -0.268 9.874
C9 3.215 0.841 -7.661
H8 4.544 -0.367 -10.545
C10 1.940 -0.230 5.766
C11 -0.488 0.002 8.816
H9 -3.291 -3.246 -3.351
H10 -2.931 -0.603 0.046
H11 -2.420 2.800 3.198
N3 -1.822 -0.166 8.239
C12 1.464 -0.410 -6.392
C13 -1.588 1.262 6.143
H12 2.121 -0.268 6.839
O2 1.079 -1.064 -7.347
H13 -2.385 1.168 1.265
H14 0.476 1.619 6.539
H15 -0.526 -2.326 1.792
H16 -2.161 -2.128 0.355
H17 2.477 0.614 5.336
H18 -1.190 -1.513 -6.653
H19 -3.111 -2.753 -5.774
H20 -0.025 0.921 3.114
C14 -1.633 2.243 3.709
H21 -1.684 2.261 6.568
C15 0.458 -0.084 5.504
C16 -2.289 1.326 4.760
C17 3.639 2.170 -7.855
H22 -0.242 -1.051 2.926
H23 -1.495 -2.487 -1.802
H24 1.491 -0.163 -4.388
H25 5.184 1.998 -10.755
N4 2.489 0.513 -6.499
N5 -0.611 -1.358 2.028
N6 -0.133 0.998 6.027
C18 4.633 1.675 -9.876
H26 -0.161 1.040 8.739
O3 -0.112 -0.903 4.790
C19 -1.233 -1.712 -5.586
H27 3.268 -1.143 -8.547
H28 2.497 1.209 -5.763
C20 -0.335 -1.542 -3.355
N7 -1.642 0.685 1.741
H29 -3.299 1.707 4.922
H30 3.389 2.910 -7.100
H31 -0.302 2.268 2.033
C21 4.272 0.330 -9.759
N8 4.327 2.581 -8.933